# 1
{"formula": "ClH4N2PS", "method": "ωB97M-V/def2-TZVPD", "e_above_lowest_ev": 3.2929, "lumo_energy_ev": -1.7, "gap_ev": 7.457, "total_energy_ha": -1311.6027, "elements": ["N", "N", "P", "S", "Cl", "H", "H", "H", "H"], "xyz": [[-0.303035, 0.288870, -1.648076], [1.533353, -0.325373, 1.284833], [-0.778505, 0.052981, -0.009698], [-1.871398, 1.523773, 0.526327], [-1.532216, -1.823522, -0.030071], [0.359090, -0.362993, -1.955603], [0.271813, 1.109564, -1.753393], [1.167517, -1.027693, 1.882331], [1.153383, 0.564394, 1.703347]], "forces_ev_per_angstrom": [[-0.5, 0.3, 1.4], [-2.8, 2.5, -2.1], [2.3, 0.3, -0.6], [0.2, -0.4, 0.5], [0.1, 0.2, 0.0], [0.8, -2.1, -0.5], [-0.4, 1.1, 0.4], [-0.5, -1.0, 0.9], [0.8, -0.9, -0.1]], "lowdin_charge": [-0.209, -0.043, -0.084, 0.190, 0.251, 0.008, 0.039, -0.093, -0.058]}



# 2
{"formula": "ClH4N2PS", "method": "ωB97M-V/def2-TZVPD", "e_above_lowest_ev": 2.6728, "lumo_energy_ev": [-1.1, -1.1], "gap_ev": [8.280, 8.281], "total_energy_ha": -1311.6255, "elements": ["N", "N", "P", "S", "Cl", "H", "H", "H", "H"], "xyz": [[0.362634, -0.701042, -1.145845], [-0.965820, 1.404756, 0.229361], [0.392315, -0.584948, 0.457851], [0.380318, -2.217064, 1.471146], [2.130331, 0.463850, 0.668910], [0.102150, 0.171294, -1.622587], [-0.116231, -1.409990, -1.743410], [-0.562580, 2.015553, 0.883607], [-1.723117, 0.857590, 0.800968]], "forces_ev_per_angstrom": [[-1.4, -0.5, -3.6], [-0.7, -5.6, 0.7], [-0.4, 2.3, 0.1], [-0.6, 0.8, -0.2], [-0.1, 0.1, 0.4], [0.4, 0.0, 0.7], [0.8, 0.1, 1.6], [0.8, 1.1, 1.4], [1.2, 1.7, -1.2]], "lowdin_charge": [-0.261, -0.091, -0.111, 0.191, 0.227, 0.044, 0.088, -0.088, 0.001]}